Below is a single C6H8 molecule, with properties calculated with the ωB97M-V functional and the def2-TZVPD basis.

The total energy is -233.32254 Ha. The calculation puts the molecular weight at 80.13 u. The value obtained for the energy above the lowest of the compared OMol25 structures with the same formula, charge and spin is 40.45 kcal/mol. As for the SMILES: C#C[C@@H]1C[C@@H]1C.

The geometry in ORCA input format:
```
! wB97M-V def2-TZVPD RIJCOSX def2/J DEFGRID3
* xyz 0 1
C -0.328 -1.416 2.282
C -0.474 -0.507 1.501
C -0.637 0.603 0.590
C -1.149 0.460 -0.821
C 0.295 0.764 -0.600
C 1.262 -0.334 -0.972
H -0.232 -2.226 2.970
H -1.064 1.489 1.041
H -1.423 -0.531 -1.165
H -1.785 1.270 -1.164
H 0.641 1.775 -0.810
H 0.853 -1.310 -0.695
H 2.242 -0.228 -0.498
H 1.396 -0.329 -2.060
*
```

Charges in e, computed with natural (NBO), in the same order as the atoms: -0.267 0.014 -0.325 -0.393 -0.197 -0.609 0.238 0.241 0.218 0.217 0.217 0.218 0.214 0.213



Below is 2 unconnected molecules or ions with the total composition C6H8 in a non-equilibrium geometry, with properties calculated with the ωB97M-V functional and the def2-TZVPD basis.

The total energy is -233.17364 Ha. The calculation puts the molecular weight at 80.13 u. The value obtained for the energy above the lowest of the compared OMol25 structures with the same formula, charge and spin is 133.89 kcal/mol.

The geometry in ORCA input format:
```
! wB97M-V def2-TZVPD RIJCOSX def2/J DEFGRID3
* xyz 0 1
C 1.149 -2.103 -0.224
C 0.534 -1.094 -0.311
C 0.417 0.348 2.000
C -0.276 0.747 0.918
C -0.318 0.814 -1.583
C -0.261 0.143 -0.298
H 1.568 -3.016 -0.010
H 0.025 0.487 3.003
H 1.125 -0.518 1.851
H -0.947 1.614 1.091
H -1.006 1.636 -1.808
H 0.716 1.298 -1.916
H -0.528 0.048 -2.300
H -2.198 -0.402 -0.415
*
```

Charges in e, computed with natural (NBO), in the same order as the atoms: -0.207 -0.025 -0.336 -0.262 -0.644 -0.056 0.229 0.204 0.200 0.216 0.233 0.212 0.229 0.007



Below is a single C6H8 molecule in a non-equilibrium geometry, with properties calculated with the ωB97M-V functional and the def2-TZVPD basis.

The total energy is -233.29466 Ha. The calculation puts the molecular weight at 80.13 u. The value obtained for the energy above the lowest of the compared OMol25 structures with the same formula, charge and spin is 57.95 kcal/mol. As for the SMILES: C=CCC#CC.

The geometry in ORCA input format:
```
! wB97M-V def2-TZVPD RIJCOSX def2/J DEFGRID3
* xyz 0 1
C -0.587 -1.887 -0.376
C -1.666 -1.057 -0.132
C -1.603 0.341 0.219
C -0.349 0.956 0.105
C 0.845 1.276 0.165
C 2.355 1.223 0.107
H 0.502 -1.452 -0.478
H -0.781 -2.865 -0.583
H -2.680 -1.376 -0.331
H -2.439 0.882 -0.260
H -1.941 0.447 1.284
H 3.016 1.983 0.568
H 2.719 0.270 0.659
H 2.610 1.260 -0.947
*
```

Charges in e, computed with natural (NBO), in the same order as the atoms: -0.399 -0.161 -0.542 -0.019 0.007 -0.685 0.211 0.191 0.202 0.238 0.248 0.236 0.236 0.236



Below is a single C6H8 molecule in a non-equilibrium geometry, with properties calculated with the ωB97M-V functional and the def2-TZVPD basis.

The total energy is -233.32298 Ha. The calculation puts the molecular weight at 80.13 u. The value obtained for the energy above the lowest of the compared OMol25 structures with the same formula, charge and spin is 40.17 kcal/mol. As for the SMILES: C=C/C=C/C=C.

The geometry in ORCA input format:
```
! wB97M-V def2-TZVPD RIJCOSX def2/J DEFGRID3
* xyz 0 1
C 0.635 -2.720 -0.629
C -0.258 -1.847 -0.116
C 0.016 -0.498 -0.030
C -0.873 0.563 0.041
C -0.356 2.024 0.030
C 0.705 2.492 0.685
H 1.611 -2.442 -1.067
H 0.283 -3.795 -0.549
H -1.265 -2.232 0.276
H 1.105 -0.199 -0.035
H -2.019 0.359 -0.023
H -1.116 2.773 -0.371
H 1.344 1.881 1.324
H 0.839 3.571 0.560
*
```

Charges in e, computed with natural (NBO), in the same order as the atoms: -0.372 -0.238 -0.230 -0.202 -0.212 -0.401 0.207 0.204 0.212 0.204 0.211 0.206 0.206 0.207



Below is a single C6H8 molecule in a non-equilibrium geometry, with properties calculated with the ωB97M-V functional and the def2-TZVPD basis.

The total energy is -233.20084 Ha. The calculation puts the molecular weight at 80.13 u. The value obtained for the energy above the lowest of the compared OMol25 structures with the same formula, charge and spin is 116.82 kcal/mol.

The geometry in ORCA input format:
```
! wB97M-V def2-TZVPD RIJCOSX def2/J DEFGRID3
* xyz 0 1
C -1.971 -0.807 -0.875
C -1.267 -1.295 0.122
C 0.227 -1.322 0.255
C 0.744 0.010 -0.027
C 1.429 1.022 0.786
C 0.327 1.410 -0.182
H -3.028 -1.009 -1.030
H 0.597 -1.600 1.248
H 0.541 -2.101 -0.443
H -1.473 -0.188 -1.636
H 2.456 1.227 0.477
H 1.263 1.097 1.858
H -0.631 1.677 0.272
H 0.565 1.996 -1.068
*
```

Charges in e, computed with natural (NBO), in the same order as the atoms: -0.562 0.162 -0.584 0.115 -0.473 -0.462 0.222 0.242 0.257 0.210 0.219 0.211 0.221 0.222



Below is a single C6H8 molecule, with properties calculated with the ωB97M-V functional and the def2-TZVPD basis.

The total energy is -233.31401 Ha. The calculation puts the molecular weight at 80.13 u. The value obtained for the energy above the lowest of the compared OMol25 structures with the same formula, charge and spin is 45.80 kcal/mol. As for the SMILES: C#CCC1CC1.

The geometry in ORCA input format:
```
! wB97M-V def2-TZVPD RIJCOSX def2/J DEFGRID3
* xyz 0 1
C -0.794 2.632 -0.656
C -0.423 1.890 0.217
C -0.172 0.687 1.012
C -0.330 -0.469 0.040
C 0.410 -1.753 0.257
C 0.725 -0.893 -0.938
H -1.132 3.262 -1.444
H 0.799 0.674 1.522
H -0.940 0.602 1.793
H -1.328 -0.451 -0.391
H -0.079 -2.713 0.130
H 1.150 -1.734 1.056
H 1.679 -0.377 -0.994
H 0.348 -1.235 -1.898
*
```

Charges in e, computed with natural (NBO), in the same order as the atoms: -0.267 0.018 -0.480 -0.211 -0.420 -0.417 0.236 0.229 0.236 0.220 0.217 0.210 0.215 0.215



Below is a single C6H8 molecule, with properties calculated with the ωB97M-V functional and the def2-TZVPD basis.

The total energy is -233.35054 Ha. The calculation puts the molecular weight at 80.13 u. The value obtained for the energy above the lowest of the compared OMol25 structures with the same formula, charge and spin is 22.88 kcal/mol. As for the SMILES: C1=C[C@H]2C[C@H]2C1.

The geometry in ORCA input format:
```
! wB97M-V def2-TZVPD RIJCOSX def2/J DEFGRID3
* xyz 0 1
C -1.542 -0.270 -0.407
C -1.116 0.941 -0.039
C 0.369 0.994 -0.037
C 1.265 0.262 0.923
C 0.882 -0.353 -0.436
C -0.373 -1.259 -0.392
H -2.578 -0.564 -0.576
H -1.692 1.822 0.231
H 0.852 1.850 -0.494
H 0.910 -0.318 1.769
H 2.145 0.847 1.204
H 1.518 -0.461 -1.316
H -0.444 -1.759 0.584
H -0.372 -2.067 -1.136
*
```

Charges in e, computed with natural (NBO), in the same order as the atoms: -0.182 -0.198 -0.268 -0.412 -0.221 -0.443 0.210 0.214 0.215 0.211 0.224 0.221 0.212 0.217



Below is a single C6H8 molecule in a non-equilibrium geometry, with properties calculated with the ωB97M-V functional and the def2-TZVPD basis.

The total energy is -233.30256 Ha. The calculation puts the molecular weight at 80.13 u. The value obtained for the energy above the lowest of the compared OMol25 structures with the same formula, charge and spin is 52.99 kcal/mol. As for the SMILES: C#C[C@@H]1C[C@@H]1C.

The geometry in ORCA input format:
```
! wB97M-V def2-TZVPD RIJCOSX def2/J DEFGRID3
* xyz 0 1
C 2.754 0.509 -0.381
C 1.583 0.225 -0.344
C 0.553 -0.549 0.302
C -0.545 -1.294 -0.402
C -0.867 -0.144 0.511
C -1.353 1.180 -0.015
H 3.809 0.414 -0.316
H 1.037 -1.047 1.130
H -0.621 -1.140 -1.475
H -0.713 -2.315 -0.073
H -1.211 -0.408 1.507
H -0.889 1.421 -0.979
H -1.100 1.990 0.680
H -2.438 1.158 -0.144
*
```

Charges in e, computed with natural (NBO), in the same order as the atoms: -0.230 -0.015 -0.311 -0.400 -0.202 -0.608 0.233 0.234 0.220 0.221 0.215 0.215 0.215 0.213



Below is a single C6H8 molecule, with properties calculated with the ωB97M-V functional and the def2-TZVPD basis.

The total energy is -233.21695 Ha. The calculation puts the molecular weight at 80.13 u. The value obtained for the energy above the lowest of the compared OMol25 structures with the same formula, charge and spin is 106.71 kcal/mol.

The geometry in ORCA input format:
```
! wB97M-V def2-TZVPD RIJCOSX def2/J DEFGRID3
* xyz 0 1
C 0.504 3.240 0.221
C -0.074 2.185 0.237
C -0.746 0.885 0.310
C -0.556 -0.031 -0.851
C -0.582 -1.438 -0.395
C 0.949 -1.638 -0.188
H 1.013 4.178 0.193
H -0.623 0.443 1.316
H -1.839 1.037 0.185
H 1.513 -1.228 -1.032
H -0.931 -2.134 -1.165
H -1.095 -1.648 0.559
H 1.294 -1.146 0.727
H 1.173 -2.705 -0.117
*
```

Charges in e, computed with natural (NBO), in the same order as the atoms: -0.229 -0.003 -0.656 0.214 -0.560 -0.601 0.236 0.216 0.295 0.233 0.223 0.188 0.211 0.233



Below is a molecular structure, C6H8 in a non-equilibrium geometry, with properties calculated with the ωB97M-V functional and the def2-TZVPD basis.

The total energy is -233.28327 Ha. The calculation puts the molecular weight at 80.13 u. The value obtained for the energy above the lowest of the compared OMol25 structures with the same formula, charge and spin is 65.09 kcal/mol.

The geometry in ORCA input format:
```
! wB97M-V def2-TZVPD RIJCOSX def2/J DEFGRID3
* xyz 0 1
C 1.191 0.738 -0.499
C -0.698 -1.050 -0.541
C 0.164 -1.150 0.710
C 0.531 0.301 0.769
C -0.591 1.098 0.229
C -1.314 0.159 -0.603
H 0.756 0.802 -1.473
H 2.245 1.030 -0.457
H -0.884 -1.887 -1.203
H 1.065 -1.762 0.638
H -0.449 -1.507 1.553
H 1.036 0.724 1.638
H -0.927 2.086 0.517
H -2.126 0.417 -1.279
*
```

Charges in e, computed with natural (NBO), in the same order as the atoms: -0.416 -0.142 -0.432 -0.299 -0.169 -0.277 0.221 0.198 0.212 0.215 0.202 0.232 0.236 0.220



Below is a molecular structure, C6H8 in a non-equilibrium geometry, with properties calculated with the ωB97M-V functional and the def2-TZVPD basis.

The total energy is -232.93567 Ha. The calculation puts the molecular weight at 80.13 u. The value obtained for the energy above the lowest of the compared OMol25 structures with the same formula, charge and spin is 283.22 kcal/mol.

The geometry in ORCA input format:
```
! wB97M-V def2-TZVPD RIJCOSX def2/J DEFGRID3
* xyz 0 1
C 3.118 -0.534 -0.201
C 4.233 -0.293 0.108
C 0.519 0.883 -0.024
C -0.257 2.143 -0.054
C 0.847 -1.494 -0.193
C -0.074 -0.477 0.195
H -1.018 2.418 0.723
H -0.662 1.976 -1.063
H 0.410 2.963 -0.086
H 1.883 -1.078 -0.173
H 0.722 -1.710 -1.204
H 0.593 -2.451 0.324
H -0.222 -0.497 1.342
H -1.054 -0.584 -0.126
*
```

Charges in e, computed with natural (NBO), in the same order as the atoms: -0.318 -0.055 0.328 -0.789 -0.396 -0.627 0.234 0.271 0.238 0.146 0.216 0.228 0.267 0.257



Below is a single C6H8 molecule, with properties calculated with the ωB97M-V functional and the def2-TZVPD basis.

The total energy is -233.23057 Ha. The calculation puts the molecular weight at 80.13 u. The value obtained for the energy above the lowest of the compared OMol25 structures with the same formula, charge and spin is 98.16 kcal/mol.

The geometry in ORCA input format:
```
! wB97M-V def2-TZVPD RIJCOSX def2/J DEFGRID3
* xyz 0 1
C 1.412 -0.043 -0.304
C 0.678 -1.360 -0.489
C 0.086 -1.138 0.891
C 0.269 0.391 0.659
C -0.901 1.021 -0.063
C -1.437 0.485 -1.156
H 1.648 0.552 -1.192
H 2.329 -0.212 0.278
H -1.024 -0.446 -1.556
H 0.801 -1.472 1.657
H -0.902 -1.554 1.110
H 0.570 0.980 1.531
H -1.300 1.946 0.348
H -2.276 0.917 -1.694
*
```

Charges in e, computed with natural (NBO), in the same order as the atoms: -0.565 0.189 -0.565 -0.269 -0.187 -0.403 0.228 0.248 0.211 0.248 0.228 0.218 0.209 0.210



Question: Which value of molecular weight does entry 4 give?
Answer: 80.13 u